Record 1
{"formula": "CBrF2NO", "method": "the ωB97M-V functional and the def2-TZVPD basis", "e_tot_ha": -2941.673375, "de_lowest_kj_mol": 3.9, "lumo_ev": [-1.274, -3.186], "homo_lumo_gap_ev": [9.1, 7.3], "elements": ["C", "N", "O", "F", "F", "Br"], "positions_angstrom": [[0.5612, 0.1761, 0.3272], [-0.4065, 0.0773, -0.4372], [-1.4630, -0.3238, -0.8378], [0.5932, -0.5654, 1.4340], [1.6347, 0.9595, 0.1295], [-3.3540, -0.2623, -2.9670]]}

---

Record 2
{"formula": "CBrFN2O4", "method": "the ωB97M-V functional and the def2-TZVPD basis", "e_tot_ha": -3122.134946, "de_lowest_kj_mol": 232.7, "lumo_ev": [-0.140, -2.070], "homo_lumo_gap_ev": [9.4, 6.7], "elements": ["C", "N", "N", "O", "O", "O", "O", "F", "Br"], "positions_angstrom": [[0.4181, -0.7556, -0.8261], [-0.7267, 1.8564, 0.0035], [0.0662, -0.8987, 0.5352], [-0.2409, 1.8458, 1.0674], [-1.0262, 2.2810, -1.0182], [0.9497, -0.5725, 1.2603], [-1.0602, -1.2414, 0.8463], [-0.4764, -1.1090, -1.7340], [2.0809, -0.4137, -1.3698]]}

---

Record 3
{"formula": "CBrFNO2", "method": "the ωB97M-V functional and the def2-TZVPD basis", "e_tot_ha": -2917.124847, "charge": -1, "de_lowest_kj_mol": 54.4, "lumo_ev": [3.890, 1.221], "homo_lumo_gap_ev": [8.3, 6.3], "spin_multiplicity": 3, "elements": ["C", "N", "O", "O", "F", "Br"], "positions_angstrom": [[-1.3055, -0.1469, -0.0634], [-0.0927, 0.6650, 0.1261], [-1.4054, -0.7590, -1.1439], [-1.9625, 0.0699, 0.9968], [3.2788, 0.0029, -0.4684], [1.4874, 0.1681, 0.5528]]}

---

Record 4
{"formula": "CCl2F2", "method": "the ωB97M-V functional and the def2-TZVPD basis", "e_tot_ha": -1158.198807, "de_lowest_kj_mol": 53.8, "lumo_ev": 0.632, "homo_lumo_gap_ev": 12.1, "elements": ["C", "F", "F", "Cl", "Cl"], "positions_angstrom": [[0.0839, 0.1150, -0.0623], [-0.2520, 0.9714, -1.0618], [0.0380, 0.8425, 1.1662], [-1.2924, -1.0463, 0.0381], [1.4225, -0.8827, -0.0802]]}

---

Record 5
{"formula": "CCl2FNO2", "method": "the ωB97M-V functional and the def2-TZVPD basis", "e_tot_ha": -1263.356739, "de_lowest_kj_mol": 292.2, "lumo_ev": [-2.520, -4.214], "homo_lumo_gap_ev": [9.5, 5.7], "elements": ["C", "N", "O", "O", "F", "Cl", "Cl"], "positions_angstrom": [[0.2734, -0.2492, 0.5897], [-0.1248, -0.5962, -0.7151], [-1.1809, -1.1458, -0.8352], [0.7623, -0.3854, -1.5148], [-0.5422, -0.4707, 1.6385], [-0.9180, 2.5475, -0.1849], [1.7301, 0.2999, 1.0219]]}

---

Record 6
{"formula": "CCl2NO2S", "method": "the ωB97M-V functional and the def2-TZVPD basis", "e_tot_ha": -1561.777086, "charge": -1, "de_lowest_kj_mol": 487.1, "lumo_ev": [1.709, 1.706], "homo_lumo_gap_ev": [5.5, 5.6], "elements": ["C", "N", "O", "O", "S", "Cl", "Cl"], "positions_angstrom": [[1.0477, -0.0630, -0.5425], [-1.2251, -0.1969, 1.5902], [-1.4307, -1.0177, -0.7564], [-1.1356, 1.4072, -0.3389], [-0.8934, 0.0363, 0.0928], [1.7780, -1.5031, -0.0017], [1.8590, 1.3373, -0.0436]]}

---

Record 7
{"formula": "CCl2NOP", "method": "the ωB97M-V functional and the def2-TZVPD basis", "smiles": "N#CP(=O)(Cl)Cl", "e_tot_ha": -1429.860330, "de_lowest_kj_mol": 76.3, "lumo_ev": -1.858, "homo_lumo_gap_ev": 9.9, "elements": ["N", "C", "P", "O", "Cl", "Cl"], "positions_angstrom": [[2.2021, -0.6527, 0.8381], [1.2452, -0.2715, 0.3699], [-0.3123, 0.2685, -0.3373], [-0.3165, 0.4337, -1.7751], [-1.0962, 1.8215, 0.6442], [-1.7224, -1.5996, 0.2601]]}

---

Record 8
{"formula": "CCl3F2N", "method": "the ωB97M-V functional and the def2-TZVPD basis", "e_tot_ha": -1672.904207, "de_lowest_kj_mol": 373.6, "lumo_ev": [-2.668, -2.758], "homo_lumo_gap_ev": [7.3, 6.7], "elements": ["C", "N", "F", "F", "Cl", "Cl", "Cl"], "positions_angstrom": [[-0.6049, -0.2157, -0.1949], [0.4470, 0.2845, -0.8554], [0.0888, -0.0810, 2.2792], [0.6902, 1.6236, -0.5579], [-0.5646, -1.8241, 0.0819], [-2.1033, 0.5911, -0.4268], [2.0469, -0.3782, -0.3262]]}

---

Record 9
{"formula": "CCl3F3Si", "method": "the ωB97M-V functional and the def2-TZVPD basis", "e_tot_ha": -2007.920093, "de_lowest_kj_mol": 158.7, "lumo_ev": -1.205, "homo_lumo_gap_ev": 8.5, "elements": ["C", "F", "F", "F", "Si", "Cl", "Cl", "Cl"], "positions_angstrom": [[1.6984, 2.4967, -2.1894], [-0.4399, -2.5527, 1.3625], [-2.3487, -1.6025, 2.2816], [-0.3306, -0.0661, 2.0078], [-1.2126, -1.1567, 1.2447], [-1.8665, -0.6010, -0.5194], [2.1405, 1.4888, -3.4926], [2.3594, 1.9935, -0.6952]]}

---

Record 10
{"formula": "CCl3O2S2", "method": "the ωB97M-V functional and the def2-TZVPD basis", "e_tot_ha": -2365.444639, "charge": -1, "lumo_ev": [3.180, 0.890], "homo_lumo_gap_ev": [4.3, 6.0], "spin_multiplicity": 3, "elements": ["C", "O", "O", "S", "S", "Cl", "Cl", "Cl"], "positions_angstrom": [[1.0424, -0.1729, -0.1394], [-1.0701, 1.4637, -0.7670], [-1.0963, 0.6869, 1.5052], [-2.1275, -1.2503, -0.3765], [-1.0126, 0.2840, 0.1029], [1.1664, -1.2912, 1.3405], [1.2150, -1.1143, -1.5706], [1.8827, 1.3942, -0.0950]]}

---

Record 11
{"formula": "CCl4NOP", "method": "the ωB97M-V functional and the def2-TZVPD basis", "e_tot_ha": -2350.106349, "de_lowest_kj_mol": 527.1, "lumo_ev": [-2.558, -2.560], "homo_lumo_gap_ev": [7.0, 7.0], "elements": ["C", "N", "O", "P", "Cl", "Cl", "Cl", "Cl"], "positions_angstrom": [[-1.7812, 0.0716, -0.0239], [0.0355, 0.8050, 0.8035], [0.7652, -0.3759, -1.4178], [1.1596, 0.0109, -0.0935], [-2.8998, 1.0278, 0.7231], [-1.9012, -1.2468, -0.9090], [1.9387, -1.5469, 1.0019], [2.6833, 1.2544, -0.0844]]}

---

Record 12
{"formula": "CCl4O2P", "method": "the ωB97M-V functional and the def2-TZVPD basis", "e_tot_ha": -2370.656302, "charge": -1, "de_lowest_kj_mol": 607.6, "lumo_ev": 3.283, "homo_lumo_gap_ev": 7.6, "elements": ["C", "O", "O", "P", "Cl", "Cl", "Cl", "Cl"], "positions_angstrom": [[-0.3792, -0.1595, -0.2499], [1.1370, -2.2812, -0.4117], [1.1416, 1.0800, 1.7211], [1.0034, 1.0662, 0.2202], [-0.5554, -0.2815, -1.9499], [0.1410, -1.8755, 0.3951], [-2.1090, -0.0799, 0.4698], [-0.3793, 2.5315, -0.1947]]}

---

Record 13
{"formula": "CCl4OS", "method": "the ωB97M-V functional and the def2-TZVPD basis", "e_tot_ha": -2352.160470, "de_lowest_kj_mol": 333.3, "lumo_ev": -1.170, "homo_lumo_gap_ev": 7.9, "elements": ["C", "O", "S", "Cl", "Cl", "Cl", "Cl"], "positions_angstrom": [[-0.0669, 1.4026, 0.1810], [-0.1073, -2.9178, -0.0372], [-0.3874, -1.5834, 0.3750], [0.4868, 2.2463, 1.6240], [0.3329, 2.1629, -1.2335], [-1.6097, -0.8645, -1.1765], [1.3517, -0.4461, 0.2672]]}

---

Record 14
{"formula": "CClF3", "method": "the ωB97M-V functional and the def2-TZVPD basis", "smiles": "FC(F)(F)Cl", "e_tot_ha": -797.890531, "de_lowest_kj_mol": 43.3, "lumo_ev": 0.551, "homo_lumo_gap_ev": 12.7, "elements": ["F", "C", "F", "F", "Cl"], "positions_angstrom": [[0.5304, 1.3107, -0.1307], [0.1397, -0.0037, 0.0216], [0.6986, -0.7833, -0.9812], [0.3943, -0.5067, 1.1841], [-1.7630, -0.0169, -0.0938]]}

---

Record 15
{"formula": "CClFN2O", "method": "the ωB97M-V functional and the def2-TZVPD basis", "smiles": "N#CN(F)OCl", "e_tot_ha": -782.683718, "de_lowest_kj_mol": 72.4, "lumo_ev": -1.643, "homo_lumo_gap_ev": 9.9, "elements": ["N", "C", "N", "F", "O", "Cl"], "positions_angstrom": [[1.5833, -1.4152, 0.2479], [1.0128, -0.4437, 0.0359], [0.1548, 0.6945, -0.3611], [0.2531, 1.5577, 0.6794], [-0.9887, 0.3469, -0.8007], [-2.0152, -0.7402, 0.1986]]}

---

Record 16
{"formula": "CClFO", "method": "the ωB97M-V functional and the def2-TZVPD basis", "e_tot_ha": -673.266154, "de_lowest_kj_mol": 372.6, "lumo_ev": [-1.154, -3.922], "homo_lumo_gap_ev": [11.2, 5.9], "elements": ["C", "O", "F", "Cl"], "positions_angstrom": [[-1.0823, 0.0147, 0.2464], [-0.0955, 0.0393, 0.8245], [-1.6722, -0.7679, -0.6658], [2.8501, 0.7139, -0.4050]]}

---

Record 17
{"formula": "CClNO4", "method": "the ωB97M-V functional and the def2-TZVPD basis", "smiles": "O=[N+]([O-])Cl.O=C=O", "e_tot_ha": -853.915845, "de_lowest_kj_mol": 17.7, "lumo_ev": -1.479, "homo_lumo_gap_ev": 10.2, "elements": ["O", "N", "O", "Cl", "O", "C", "O"], "positions_angstrom": [[0.5900, -1.8445, 0.3461], [-0.4475, -1.4567, -0.0001], [-1.2630, -0.7740, 0.4909], [-1.1682, -2.5988, -1.3841], [0.1914, 1.6038, -0.5980], [0.7474, 2.2379, 0.1835], [1.3500, 2.8323, 0.9617]]}

---

Record 18
{"formula": "CCuO3", "method": "the ωB97M-V functional and the def2-TZVPD basis", "e_tot_ha": -1904.176859, "de_lowest_kj_mol": 62.0, "lumo_ev": [-0.811, -0.818], "homo_lumo_gap_ev": [8.4, 7.8], "spin_multiplicity": 2, "elements": ["O", "C", "O", "O", "Cu"], "positions_angstrom": [[0.8048, -0.5113, 0.0558], [0.6688, 0.1711, -0.9205], [1.0004, 0.6234, -1.9381], [-1.5721, 0.5025, 0.8180], [-0.4345, -0.6169, 1.5001]]}

---

Record 19
{"formula": "CF2O2S", "method": "the ωB97M-V functional and the def2-TZVPD basis", "smiles": "O=S(=O)=C(F)F", "e_tot_ha": -786.352667, "de_lowest_kj_mol": 355.2, "lumo_ev": [-2.133, -2.134], "homo_lumo_gap_ev": [8.4, 8.4], "elements": ["O", "S", "O", "C", "F", "F"], "positions_angstrom": [[1.6957, 1.0691, 0.1550], [0.9050, -0.0660, 0.1796], [1.4917, -1.2519, -0.1886], [-0.9404, 0.1106, -0.3983], [-1.6454, -1.0940, 0.2756], [-1.5065, 1.2323, -0.0234]]}

---

Record 20
{"formula": "CF2O3S", "method": "the ωB97M-V functional and the def2-TZVPD basis", "e_tot_ha": -861.721351, "de_lowest_kj_mol": 131.2, "lumo_ev": -0.749, "homo_lumo_gap_ev": 11.4, "elements": ["C", "O", "O", "O", "F", "F", "S"], "positions_angstrom": [[0.6394, -0.7823, -0.8027], [0.6927, -1.6132, -1.5803], [-1.8914, 1.7482, 0.8258], [-0.3803, -0.1784, -0.2526], [1.7887, 0.0059, -0.4272], [-0.4438, 0.3635, 2.1962], [-0.5628, 1.2954, 0.8617]]}